No. 1
# C4H10S

2 unconnected molecules or ions with the total composition C4H10S (ωB97M-V with the def2-TZVPD basis set, the OMol25 dataset).

CARTESIAN COORDINATES (ANGSTROEM)
H 1.01703 2.94730 -0.96543
C -1.09120 2.17955 -0.03383
H 1.29777 2.44824 -2.65081
C 1.19295 2.10442 -1.62899
C 0.00359 -2.72725 0.72811
H -1.07962 -4.07839 1.92448
H 1.94369 1.36599 -1.37518
S -0.40532 1.21246 -1.38091
H 0.76434 -4.20660 2.03101
H -2.13327 1.95500 0.19385
H -0.82068 -2.02490 0.66994
H -0.96195 3.22729 -0.29374
C -0.10414 -3.75766 1.55815
H -0.61299 1.98405 0.93916
H 0.98979 -2.62951 0.28418

Output
- frontier orbital gap (hartree) = 0.349
- maximum force (Eh/bohr) = 0.031
- HOMO (eV) = -8.5
- SMILES string = C=C.CSC

These are the Löwdin partial charges, in e, on atoms 1 to 5: number 1, H, carries 0.02; number 2, C, carries -0.47; number 3, H, carries 0.02; number 4, C, carries -0.38; number 5, C, carries -0.09

No. 2
# C17H15BaCl2N3O6S2

A molecular structure, C17H15BaCl2N3O6S2 (ωB97M-V with the def2-TZVPD basis set, the OMol25 dataset).

CARTESIAN COORDINATES (ANGSTROEM)
N 2.45034 2.35966 0.74019
O 5.59471 -3.43879 1.83435
O -4.26277 -3.05130 3.18697
O 0.44275 1.36742 0.63749
C 1.50207 1.64773 0.08045
S -2.94499 1.93340 -0.85755
H -5.10468 -0.72708 -4.36871
H 4.18040 1.70620 -0.27632
H 2.20366 1.90332 2.78824
Cl -2.74660 -0.53237 -2.97231
H 4.44591 2.88692 0.99473
H 2.25815 2.03100 -1.90861
H 3.76762 3.40852 -0.55071
C 4.71002 -3.31059 2.70098
C 3.77412 2.60286 0.18895
O 4.75672 -3.44469 3.94231
H 0.90416 0.88105 -1.81561
H 2.46617 -2.65024 4.10396
H 3.84590 -2.94740 0.08465
C -4.23029 1.51608 -1.92393
C -4.18608 0.44308 -2.84555
H -7.20735 0.60445 -4.36149
C 1.09115 -2.09721 2.53766
C 2.29799 -2.54164 3.04177
C -6.39071 0.86004 -3.69731
H 2.51261 0.37705 -1.32456
C 1.81561 1.22013 -1.32900
H 1.15500 3.17515 2.16338
C 3.07237 -2.72242 0.80371
C -5.22365 0.11719 -3.70036
C 3.32737 -2.85426 2.16176
O 0.31821 -1.80853 -1.39989
O 2.48872 -2.11660 -1.89449
H 2.87902 3.50770 2.42568
C -5.44970 2.24563 -1.97717
N 0.84583 -1.94752 1.22891
Ba -1.29214 -0.80205 -0.04365
N -3.14266 -2.13494 1.06310
C 1.82819 -2.27711 0.37274
C 1.54034 -2.07348 -1.11228
Cl -5.67419 3.61896 -0.93080
H -7.39431 2.53923 -2.79848
S -3.16006 -2.32948 2.52056
C -6.49678 1.93376 -2.82767
C 2.15768 2.75734 2.10863
H 0.27413 -1.83619 3.20525

Output
- frontier orbital gap (hartree) = 0.249
- maximum force (Eh/bohr) = 0.034
- HOMO (eV) = -2.8
- net charge = -2

These are the Löwdin partial charges, in e, on atoms 1 to 5: number 1, N, carries -0.15; number 2, O, carries -0.06; number 3, O, carries -0.63; number 4, O, carries -0.10; number 5, C, carries -0.50

No. 3
# C5H15BrFeNO2

A molecular structure, C5H15BrFeNO2 (ωB97M-V with the def2-TZVPD basis set, the OMol25 dataset).

CARTESIAN COORDINATES (ANGSTROEM)
H -2.95810 2.84942 -0.80994
H 5.93251 -1.90938 2.46144
Br 1.01176 -0.54497 2.73349
C -2.44181 -1.13504 -2.72588
H -0.95646 0.71063 1.26902
H -1.40311 2.84060 -1.50779
H 5.21040 -1.17746 1.13850
N -1.34759 1.45745 0.71282
H -0.54686 -0.87881 -0.87915
C -0.87884 0.07531 -1.28847
H -3.31801 -0.65675 -2.28816
H -0.48205 1.91254 0.46017
H -2.21763 -2.06800 -2.20876
Fe 0.79808 -0.38424 5.29248
O 4.34622 -0.74624 3.02850
C -1.88630 0.94513 -0.50682
H 0.06695 0.59678 -1.43566
C 4.94716 -1.61141 2.10312
C -2.25548 2.18844 -1.31741
H -2.64074 -1.31208 -3.78285
H 3.41369 -0.71776 2.80227
H -2.69907 1.97784 -2.29054
H 4.37421 -2.51486 1.89429
H -2.78542 0.37773 -0.26651
O -1.28350 -0.27488 -2.58814

Output
- frontier orbital gap (alpha / beta) (hartree) = 0.113 / 0.107
- maximum force (Eh/bohr) = 0.059
- spin multiplicity = 5
- HOMO (alpha / beta) (eV) = -11.4 / -11.3
- expectation value of S² = 6.01
- net charge = +1

These are the Löwdin partial charges, in e, on atoms 1 to 5: number 1, H, carries 0.08; number 2, H, carries 0.08; number 3, Br, carries 0.20; number 4, C, carries -0.07; number 5, H, carries -0.03

No. 4
# CHCuO2

A molecular structure, CHCuO2 (ωB97M-V with the def2-TZVPD basis set, the OMol25 dataset).

CARTESIAN COORDINATES (ANGSTROEM)
H 1.03475 0.93479 1.42937
C 0.67830 0.25194 0.59886
O 0.53605 1.01172 -0.40787
Cu -0.92229 -0.34652 -1.12063
O -0.16903 -0.65076 0.83400

Output
- frontier orbital gap (alpha / beta) (hartree) = 0.295 / 0.318
- maximum force (Eh/bohr) = 0.103
- spin multiplicity = 3
- HOMO (alpha / beta) (eV) = -7.6 / -11.5
- expectation value of S² = 2.00

Charges in e, computed with Löwdin, in the same order as the atoms: number 1, H, carries 0.16; number 2, C, carries -0.52; number 3, O, carries -0.15; number 4, Cu, carries 0.65; number 5, O, carries -0.14

No. 5
# C18H12Cl5MnNO3S4

A molecular structure, C18H12Cl5MnNO3S4 (ωB97M-V with the def2-TZVPD basis set, the OMol25 dataset).

CARTESIAN COORDINATES (ANGSTROEM)
O 3.63357 1.64257 -1.37003
C 2.15135 0.46340 1.65409
N -0.71304 2.07548 0.67986
O 1.83433 3.13673 -0.59821
C -0.55883 -4.52267 -2.34268
C -0.33193 -3.97980 -1.08652
Cl -5.26602 -2.00625 1.85855
H 2.91216 -0.29440 1.82604
H -0.84442 -4.36820 -0.21610
H -2.32982 4.79319 -0.21153
Cl -4.23297 -1.12897 4.52382
H -1.01094 4.37954 -1.30449
C -3.20478 -0.96134 3.14914
S 0.95290 0.43592 -1.34858
C 0.10031 -4.01737 -3.45229
C 1.19813 -2.39673 -2.05119
H -0.33089 5.14359 1.76995
H 1.48926 -2.53793 -4.16436
C 0.55182 -2.91997 -0.92181
H -2.32214 3.21812 -1.05014
C -1.89181 -0.40987 3.44578
S 2.33241 -1.02225 -1.96979
H 0.90532 0.76553 3.43481
Cl -3.84702 -1.75078 -0.79699
Mn -0.07205 -0.29362 0.48599
C -0.92535 3.37277 0.55649
H -1.25329 -5.34533 -2.45195
H -0.07099 -4.44111 -4.43258
Cl 0.56547 0.38044 2.08516
S 2.47201 1.87086 -0.57647
C 0.37810 3.14770 2.39032
Cl -1.53243 0.12370 5.09261
C 0.96997 -2.94760 -3.30805
C -1.70611 3.97301 -0.56514
C -0.28234 4.07647 1.62039
O 2.86442 1.42802 0.92569
H 0.99015 -0.83907 2.47351
C -1.76007 -0.85280 0.35887
C -3.67596 -1.33676 1.93060
H 0.98411 3.24767 3.27831
C -2.98520 -1.25128 0.64372
C 0.11228 1.91579 1.75925
S 0.85530 -2.25939 0.68724
C -0.87055 -0.13392 2.66779

Output
- frontier orbital gap (alpha / beta) (hartree) = 0.228 / 0.225
- maximum force (Eh/bohr) = 0.251
- spin multiplicity = 2
- HOMO (alpha / beta) (eV) = -7.9 / -7.9
- expectation value of S² = 1.05

These are the Löwdin partial charges, in e, on atoms 1 to 5: number 1, O, carries -0.31; number 2, C, carries -0.33; number 3, N, carries 0.06; number 4, O, carries -0.25; number 5, C, carries -0.07

No. 6
# H4NO2PS

2 unconnected molecules or ions with the total composition H4NO2PS (ωB97M-V with the def2-TZVPD basis set, the OMol25 dataset).

CARTESIAN COORDINATES (ANGSTROEM)
N -0.86365 -0.26713 0.61466
O 1.35492 1.11063 -0.29345
H -1.18598 -0.37145 1.60545
P 2.67503 0.28379 -0.61288
H 0.67083 0.61389 0.03206
S -2.37365 -0.04338 -0.22119
O 2.38512 -1.13412 -0.37293
H -2.09479 0.91340 -1.08493
H -0.56782 -1.10562 0.33323

Output
- frontier orbital gap (hartree) = 0.367
- maximum force (Eh/bohr) = 0.099
- HOMO (eV) = -9.8
- SMILES string = O=PO.NS

These are the Löwdin partial charges, in e, on atoms 1 to 5: number 1, N, carries -0.38; number 2, O, carries -0.30; number 3, H, carries 0.06; number 4, P, carries 0.76; number 5, H, carries -0.10